C15H9N7O6 | ωB97M-V/def2-TZVPD

ORCA input file:
```
! RIJCOSX wB97M-V def2-TZVPD def2/J DEFGRID3
* xyz 0 1
O -0.19 5.02 -3.31
N 0.43 3.97 -3.35
C 0.11 2.62 -3.38
C 1.32 1.90 -3.42
N 2.39 2.74 -3.41
O 1.84 4.00 -3.37
C 1.30 0.46 -3.38
N 2.59 -0.30 -3.41
O 3.34 -0.19 -4.39
O 2.83 -1.04 -2.43
C 0.08 -0.22 -3.29
C -1.10 0.53 -3.33
N -2.44 0.13 -3.41
O -2.98 -0.97 -3.44
O -3.21 1.30 -3.46
N -2.42 2.43 -3.42
C -1.14 1.94 -3.35
H -0.01 -1.30 -3.23
C -0.25 -0.44 6.07
C -1.12 0.19 5.16
C -1.05 -0.13 3.79
C -0.14 -1.11 3.36
N -0.10 -1.45 1.98
C -0.19 -0.59 0.90
N -0.13 -1.25 -0.24
C 0.02 -2.59 0.07
C 0.05 -2.73 1.44
C 0.70 -1.76 4.27
C 0.66 -1.40 5.62
H -0.29 -0.17 7.13
H -1.84 0.93 5.50
H -1.72 0.33 3.07
H -0.28 0.48 1.05
H 0.09 -3.35 -0.69
H 0.10 -3.61 2.06
H 1.41 -2.51 3.90
H 1.34 -1.88 6.33
*
```

C15H9NO4ReS6Sb | ωB97M-V/def2-TZVPD

ORCA input file:
```
! RIJCOSX wB97M-V def2-TZVPD def2/J DEFGRID3
* xyz 2 1
Re -0.38 0.24 2.02
S -2.22 1.70 2.43
C -3.02 0.15 2.36
N -2.12 -0.83 2.17
C -2.70 -2.10 2.12
C -2.06 -3.31 1.93
C -2.83 -4.45 1.93
C -4.22 -4.39 2.12
C -4.86 -3.18 2.31
C -4.08 -2.03 2.30
S -4.61 -0.37 2.53
H -0.98 -3.35 1.77
H -2.36 -5.42 1.78
H -4.79 -5.31 2.12
H -5.93 -3.14 2.46
S 1.95 -4.14 2.24
Sb 3.45 -2.87 3.59
S 2.60 -0.59 2.91
S 0.69 -0.67 3.71
S 1.37 -3.78 4.26
O 0.69 3.80 0.64
C 1.05 3.24 -0.27
O 0.34 1.07 0.76
C 1.56 2.85 -1.48
C 1.64 1.52 -1.95
C 2.17 1.25 -3.19
C 2.61 2.34 -3.93
O 3.15 2.31 -5.13
C 3.44 3.68 -5.52
O 3.05 4.49 -4.40
C 2.54 3.67 -3.47
C 2.03 3.97 -2.26
H 1.27 0.72 -1.32
H 2.24 0.25 -3.57
H 2.84 3.93 -6.39
H 4.51 3.77 -5.70
H 1.97 4.99 -1.89
*
```

The records above give, respectively, M values of 383.3, 767.6 Da.
The records above give, respectively, energy above the lowest of the compared OMol25 structures with the same formula, charge and spin values of 0.0, 17.2 kcal/mol.
The records above give, respectively, orbital gap values of 0.2713, 0.2311 Ha.